Molecular formula: C7H8S
Method: DFT, ωB97M-V/def2-TZVPD

XYZ file:
```
16
Properties=species:S:1:pos:R:3:forces:R:3:nbo_charge:R:1
C -1.9540 -0.6840 -0.3514 -1.0 -0.3 -0.6 -0.168
C -1.0016 -1.5880 -0.1405 0.3 0.3 0.2 -0.191
C 0.2038 -0.9523 0.5142 -0.1 0.0 0.7 -0.409
S 1.8860 -1.2724 -0.1193 -0.1 0.0 0.1 0.187
C 2.3211 0.5060 -0.1374 -0.4 0.0 -0.7 -0.538
C 0.9975 1.2365 -0.1071 0.2 0.7 -0.2 -0.202
C -0.0538 0.5089 0.2228 -0.2 0.0 0.1 0.032
C -1.5491 0.7193 0.0606 0.5 -0.3 0.0 -0.473
H -2.9594 -0.9274 -0.7723 1.0 0.3 0.4 0.215
H -1.0677 -2.6433 -0.3211 -0.1 -0.3 -0.1 0.218
H 0.1863 -1.1623 1.6201 0.0 0.1 -0.9 0.222
H 2.9646 0.7673 0.6853 0.2 0.1 0.5 0.215
H 2.8740 0.7243 -1.0623 -0.2 -0.1 0.2 0.224
H 0.9531 2.2984 -0.4141 0.0 -0.7 0.2 0.217
H -1.7671 1.4893 -0.6811 -0.1 -0.1 0.1 0.225
H -2.0337 0.9797 1.0036 -0.1 0.1 0.0 0.223
```
Forces are in eV/Å.

Calculated total energy (hartree): -669.6761
Highest occupied orbital energy (Ha): -0.313
SMILES string: C1=C[C@H]2SCC=C2C1
Gap between HOMO and LUMO (eV): 9.54
Relative energy (zero: lowest compared OMol25 entry of this formula, charge and spin) (kcal/mol): 11.5
F_max (eV/A): 1.21
Lowest unoccupied orbital energy (eV): 1.034



Molecular formula: C7H9AgBCl2O5
Method: DFT, ωB97M-V/def2-TZVPD

XYZ file:
```
25
Properties=species:S:1:pos:R:3:forces:R:3:nbo_charge:R:1
C -2.1546 -0.2156 -2.4406 0.0 0.3 -0.2 -0.706
C -1.7881 -1.4117 -1.6857 0.1 0.3 -0.1 0.121
Cl -2.7389 -2.7315 -1.8423 -0.4 -0.6 0.0 0.351
C -0.6732 -1.4494 -0.8199 -0.3 0.1 -0.5 0.003
Cl -0.3531 -2.8129 0.0315 0.2 -0.5 0.4 0.349
C 0.2749 -0.3269 -0.5973 0.7 0.5 -0.1 -0.015
O 0.5831 0.5078 -1.7262 0.0 0.5 -0.2 -0.495
C 1.0670 1.7140 -1.2282 -0.7 0.5 -1.2 0.870
O 1.4366 2.6101 -1.9364 0.0 -1.4 1.4 -0.465
O 1.0326 1.6512 0.1556 0.0 0.3 -0.8 -0.531
C -0.0944 0.7435 0.4169 0.0 0.0 0.1 0.116
C -0.2200 0.3753 1.8537 0.7 0.2 -0.1 -0.798
B 1.1535 -0.1845 2.4447 -0.1 0.0 0.4 1.091
O 1.9224 0.5518 3.2736 -0.1 0.1 0.1 -0.856
O 1.6191 -1.4240 2.1131 -0.5 -0.1 -0.2 -0.915
H -1.3176 0.1834 -3.0018 0.3 0.1 -0.1 0.297
H -2.9655 -0.4055 -3.1228 -0.3 0.0 -0.1 0.287
H -2.4422 0.5469 -1.7182 -0.2 0.3 0.0 0.276
H 1.2350 -0.7621 -0.3190 -0.1 -0.4 0.5 0.222
H -0.9314 1.3241 0.0404 -0.5 -0.2 0.0 0.218
H -1.0585 -0.3021 1.9616 -0.1 -0.4 0.0 0.270
H -0.5010 1.2730 2.3900 -0.1 0.3 0.2 0.270
H 1.5091 1.3658 3.5697 0.1 0.2 0.2 0.511
H 2.1035 -1.7769 2.8676 0.6 -0.2 -0.1 0.526
Ag 3.3019 0.9563 -0.6800 0.8 0.1 0.2 1.002
```
Forces are in eV/Å.

Calculated total energy (hartree): -1739.9145
Highest occupied orbital energy (alpha / beta) (Ha): -0.650 / -0.667
Total charge: +2
⟨S²⟩: 0.75
Gap between HOMO and LUMO (alpha / beta) (eV): 8.71 / 7.10
Spin multiplicity: 2
F_max (eV/A): 1.99
Lowest unoccupied orbital energy (alpha / beta) (eV): -8.989 / -11.046



Molecular formula: C7H9AlBr15FNO3S
Method: DFT, ωB97M-V/def2-TZVPD

XYZ file:
```
38
Properties=species:S:1:pos:R:3:forces:R:3:nbo_charge:R:1
C -1.3537 6.2849 1.6631 0.5 0.0 0.3 -1.249
Al -1.6083 4.5763 0.4934 -1.1 3.0 -0.9 1.371
O -3.4129 4.1095 0.2269 -1.7 0.8 6.1 -0.837
C -4.1077 4.1883 1.5529 -3.9 -4.9 3.0 0.512
N -4.8490 3.7860 2.5649 6.4 4.0 -8.6 -0.462
S -0.2931 2.9195 1.3571 1.6 -3.2 6.9 1.715
O 0.4470 3.4789 2.6198 -2.0 -1.4 -5.0 -0.882
O -1.0438 1.6414 1.8015 2.3 3.5 -2.6 -0.902
F 0.9463 2.5481 0.1994 -1.4 0.1 1.2 -0.548
H -0.1737 6.4083 1.7648 -2.5 -0.2 0.1 0.234
H -1.7299 7.2051 1.0411 0.5 -1.7 1.3 0.221
H -1.8944 6.2046 2.7094 1.3 0.5 -2.0 0.233
H -1.0231 4.9397 -0.9642 -0.1 -0.5 0.2 -0.399
C 1.8494 -0.1224 -2.1193 -0.1 0.2 0.3 -0.487
Br 0.7984 0.3418 -3.6890 0.3 -0.2 0.4 0.079
Br 1.0616 -1.6022 -1.1324 0.2 0.4 -0.3 0.084
Br 3.7112 -0.4619 -2.5692 -0.5 0.0 0.1 0.060
H 1.8345 0.7485 -1.4556 -0.1 -0.3 -0.2 0.249
C -7.9911 1.8090 4.2170 0.3 0.1 -0.2 -0.483
Br -7.3492 0.0288 3.7668 -0.2 0.5 0.2 0.091
Br -9.8943 2.0030 3.8643 0.4 -0.1 0.1 0.060
Br -7.5397 2.3006 6.0443 -0.2 -0.2 -0.4 0.078
H -7.4706 2.5125 3.5588 -0.2 -0.3 0.3 0.246
C 6.5893 -3.2227 -2.4432 -0.3 0.0 0.1 -0.491
Br 6.6920 -1.6264 -3.5501 0.2 -0.5 0.2 0.096
Br 7.0696 -4.8247 -3.4369 0.0 0.4 0.2 0.078
Br 7.6348 -3.0416 -0.8128 -0.2 0.0 -0.5 0.085
H 5.5429 -3.3356 -2.1412 0.4 0.1 -0.1 0.234
C 7.1893 -8.0013 -6.4932 -0.2 0.0 0.0 -0.490
Br 7.2920 -6.4050 -7.6001 0.0 -0.4 0.3 0.094
Br 7.6696 -9.6033 -7.4869 -0.1 0.4 0.2 0.083
Br 8.2348 -7.8201 -4.8628 -0.2 -0.1 -0.5 0.094
H 6.1429 -8.1142 -6.1912 0.5 0.1 -0.1 0.229
C -3.7080 -2.0565 3.5045 0.4 0.1 -0.2 -0.499
Br -5.2523 -2.8433 2.6212 0.2 0.1 0.2 0.057
Br -2.9772 -0.5648 2.4921 -0.2 -0.4 0.4 0.153
Br -4.1014 -1.5597 5.3437 0.0 -0.1 -0.4 0.073
H -2.9326 -2.8287 3.5408 -0.4 0.3 0.0 0.221
```
Forces are in eV/Å.

Calculated total energy (hartree): -39903.2623
Highest occupied orbital energy (Ha): -0.246
Total charge: -1
Gap between HOMO and LUMO (eV): 7.36
F_max (eV/A): 11.49
Lowest unoccupied orbital energy (eV): 0.678



Molecular formula: C7H9BrN2P
Method: DFT, ωB97M-V/def2-TZVPD

XYZ file:
```
20
Properties=species:S:1:pos:R:3:forces:R:3:nbo_charge:R:1
N 1.1917 -1.4558 0.3984 -2.4 -0.7 -0.2 -0.677
C 0.4285 -0.4308 0.3754 3.8 5.5 0.0 0.631
N 1.3883 0.9572 0.3612 -2.7 -3.9 0.0 -0.883
P 2.9952 0.6394 -0.3941 -1.1 1.5 -0.7 0.469
C -0.9844 -0.3502 0.3264 -2.6 -2.5 -1.8 -0.261
C -1.6834 0.7624 0.7280 0.3 2.5 -0.3 -0.085
C -3.0445 1.0731 0.4614 3.2 -5.2 -0.3 -0.217
C -3.7629 -0.0124 -0.0464 -1.2 2.4 0.9 0.014
Br -5.6719 0.1928 -0.0615 0.8 -0.3 -0.3 0.136
C -3.1667 -1.1795 -0.4489 -0.5 -0.7 -1.0 -0.268
C -1.8094 -1.3803 -0.3201 0.2 0.4 0.8 -0.108
H 0.7514 -2.3313 0.2180 0.2 -1.0 0.4 0.432
H 2.1574 -1.3345 0.5003 1.8 -0.2 -0.1 0.438
H 0.8310 1.6917 -0.0785 0.2 -0.3 0.2 0.400
H 3.5079 1.9607 -0.1872 -0.1 -0.5 0.3 0.027
H 2.5769 1.0098 -1.7420 0.5 -0.5 0.6 -0.014
H -1.0099 1.4974 1.1688 -0.6 0.3 0.2 0.229
H -3.4337 1.9310 0.7888 -1.6 3.1 1.1 0.242
H -3.8804 -1.8394 -0.9795 1.0 -0.2 0.5 0.263
H -1.5050 -2.3604 -0.6599 0.7 0.1 -0.1 0.231
```
Forces are in eV/Å.

Calculated total energy (hartree): -3296.7042
Highest occupied orbital energy (Ha): -0.479
SMILES string: [NH2+]=C(NP)c1ccc(Br)cc1
Total charge: +1
Gap between HOMO and LUMO (eV): 8.12
Relative energy (zero: lowest compared OMol25 entry of this formula, charge and spin) (kcal/mol): 0.0
F_max (eV/A): 6.68
Lowest unoccupied orbital energy (eV): -4.922



Molecular formula: C7H9BrN2P
Method: DFT, ωB97M-V/def2-TZVPD

XYZ file:
```
20
Properties=species:S:1:pos:R:3:forces:R:3:nbo_charge:R:1
C 1.2891 -1.4023 0.0664 2.7 -2.2 1.8 -0.213
C -0.8385 -1.3798 1.4057 1.8 -2.0 1.9 -0.222
C 1.8272 -2.3590 0.9297 -0.9 1.7 -2.2 -0.211
C -0.3637 -2.4173 2.2106 0.4 4.6 -5.2 -0.109
C 0.0096 -0.8488 0.4307 0.5 0.2 -1.2 -0.082
C 0.9720 -2.8339 1.9424 1.8 -2.9 2.5 -0.028
C -0.3954 0.1698 -0.3472 -1.1 1.6 -1.1 0.400
N 0.1557 2.9776 -2.2745 1.2 -2.8 0.2 -1.155
N -0.7711 0.9765 -1.1145 0.5 -0.9 0.8 -0.544
P -1.2841 2.9710 -1.5887 -0.7 2.7 0.6 1.160
Br 1.5902 -4.1507 3.2449 -0.4 1.2 -1.4 0.208
H 1.9338 -1.0084 -0.7176 -0.5 0.0 0.1 0.240
H -1.6843 -0.7962 1.5613 -1.8 0.1 0.6 0.233
H 2.8323 -2.7072 0.6970 -0.3 -0.3 0.6 0.264
H -1.0415 -2.7408 2.8463 -2.3 -2.2 3.5 0.236
H 0.3521 3.6679 -2.9380 0.8 0.7 -1.2 0.433
H 0.6620 2.0473 -2.1631 -0.5 2.3 -0.9 0.448
H -1.0284 3.3002 -0.2838 -0.8 -0.5 0.9 -0.002
H -2.3628 2.2566 -1.9437 -1.1 -0.6 -0.2 -0.004
H -1.8542 4.2777 -1.9638 0.9 -0.9 0.0 -0.052
```
Forces are in eV/Å.

Calculated total energy (hartree): -3296.5728
Highest occupied orbital energy (alpha / beta) (Ha): -0.355 / -0.499
Total charge: +1
⟨S²⟩: 2.02
Gap between HOMO and LUMO (alpha / beta) (eV): 6.76 / 6.25
Spin multiplicity: 3
F_max (eV/A): 6.96
Lowest unoccupied orbital energy (alpha / beta) (eV): -2.893 / -7.337



Molecular formula: C7H9Cl
Method: DFT, ωB97M-V/def2-TZVPD

XYZ file:
```
17
Properties=species:S:1:pos:R:3:forces:R:3:nbo_charge:R:1
C 1.9912 -1.0831 -0.1468 1.1 0.7 3.6 -0.654
C 0.8780 -0.1309 -0.1325 -1.6 -2.9 1.7 -0.003
C 0.4789 0.8937 -0.8065 2.8 2.5 -4.4 -0.237
C -0.9612 1.1012 -0.5246 0.3 -1.2 1.7 -0.263
C -0.9163 1.0329 1.0352 -1.4 -2.1 2.1 -0.382
C -0.3266 -0.4220 0.7282 -0.3 -1.2 0.9 -0.261
C -1.3701 -0.4700 -0.4773 2.6 2.1 -1.3 -0.230
Cl -3.0233 -0.6253 -0.2203 -2.3 -1.0 0.3 0.009
H 2.3287 -0.7749 0.9910 0.7 -0.8 -2.7 0.224
H 1.8846 -2.2280 0.0400 -0.5 2.1 -1.2 0.250
H 2.5845 -0.6942 -0.9768 1.0 -0.9 0.5 0.233
H 1.1294 1.3081 -1.6727 -1.5 -0.4 1.4 0.211
H -1.4508 1.8248 -1.1236 -0.9 0.6 -0.3 0.225
H -1.9590 0.7764 1.6449 2.6 1.5 -1.7 0.224
H -0.1918 1.6743 1.5839 -0.8 -0.2 -0.4 0.216
H -0.0871 -1.2860 1.4919 -1.2 1.7 -1.3 0.218
H -0.9891 -0.8970 -1.4339 -0.7 -0.5 0.9 0.222
```
Forces are in eV/Å.

Calculated total energy (hartree): -732.1708
Highest occupied orbital energy (Ha): -0.317
SMILES string: CC1=C[C@@H]2C[C@H]1[C@H]2Cl
Gap between HOMO and LUMO (eV): 9.54
Relative energy (zero: lowest compared OMol25 entry of this formula, charge and spin) (kcal/mol): 75.5
F_max (eV/A): 5.78
Lowest unoccupied orbital energy (eV): 0.917



Molecular formula: C7H9ClN2O2S
Method: DFT, ωB97M-V/def2-TZVPD

XYZ file:
```
22
Properties=species:S:1:pos:R:3:forces:R:3:nbo_charge:R:1
C -0.0132 -3.6942 0.5427 0.3 -1.9 -3.3 -0.451
N 0.1067 -2.3316 0.1334 -0.1 -0.1 0.2 -0.324
C 1.2030 -1.7791 -0.1167 1.0 2.7 1.3 0.342
C 1.2599 -0.2800 0.0149 1.2 0.8 -0.4 -0.181
C 2.5900 0.0725 0.1309 -3.0 0.1 0.1 -0.151
Cl 3.2401 1.6482 0.3986 0.0 -0.5 -0.1 0.043
C 3.2966 -1.1886 0.0674 3.1 -0.6 -1.1 0.098
N 2.5552 -2.2033 -0.0889 -0.6 -2.3 -0.2 -0.467
H 0.8946 -4.3616 0.3008 -1.1 1.1 0.7 0.201
H -0.2967 -3.6947 1.5616 -0.2 -0.2 1.1 0.222
H -0.8769 -4.1063 -0.0864 1.0 0.3 1.1 0.211
H 0.3591 0.3185 0.1282 0.4 0.0 -0.2 0.239
H 4.4345 -1.3668 -0.0492 -1.9 0.7 0.6 0.214
O 0.1952 5.1902 -2.0445 0.8 2.1 0.5 -0.521
C -0.1249 4.1417 -2.3621 0.3 1.3 0.6 1.018
O -0.4693 3.1078 -2.6476 -1.0 -3.5 -1.2 -0.498
C -3.3599 1.3812 0.6818 0.8 -1.2 -1.3 -0.713
S -1.6960 2.1092 0.6593 0.2 -0.7 -0.1 -0.052
H -3.8780 1.7454 -0.1873 -0.4 0.1 -0.3 0.211
H -3.7930 1.7807 1.5575 -0.8 -0.4 1.0 0.215
H -3.3019 0.2781 0.5629 -0.1 0.8 0.7 0.230
H -2.3251 3.2325 0.8427 0.3 1.4 0.2 0.112
```
Forces are in eV/Å.

Calculated total energy (hartree): -1390.4465
Highest occupied orbital energy (Ha): -0.337
SMILES string: C/N=C1/C=C(Cl)C=N1.O=C=O.CS
Gap between HOMO and LUMO (eV): 8.41
Relative energy (zero: lowest compared OMol25 entry of this formula, charge and spin) (kcal/mol): 3.9
F_max (eV/A): 3.85
Lowest unoccupied orbital energy (eV): -0.753



Molecular formula: C7H9ClN2Si
Method: DFT, ωB97M-V/def2-TZVPD

XYZ file:
```
20
Properties=species:S:1:pos:R:3:forces:R:3:nbo_charge:R:1
N -1.1418 0.7088 2.7615 -0.4 0.6 0.5 -0.372
C -0.9642 0.0660 1.8329 1.9 -4.7 -4.1 0.427
N -0.5717 -1.1027 0.6915 -0.8 4.1 4.1 -0.907
Si -1.2199 -2.6312 1.1125 0.5 -0.3 1.8 1.288
Cl -1.5713 -3.3827 -0.7142 -0.6 -0.6 -1.0 -0.377
C 0.2995 -0.5694 -0.3921 -2.7 2.6 2.4 -0.075
C 1.5471 0.0243 0.2305 0.7 -0.7 -0.6 -0.174
C 1.6671 1.3695 0.2751 -0.3 -0.4 0.6 -0.218
C 0.5161 2.2137 -0.0127 -1.6 -2.2 -1.3 -0.220
C -0.6107 1.7831 -0.5847 4.1 -3.3 -1.1 -0.141
C -0.5887 0.3954 -1.2126 1.8 0.5 -1.4 -0.458
H -0.2474 -3.7562 1.6695 -1.0 1.3 -0.2 -0.166
H -2.3631 -2.1917 2.0668 0.8 -0.8 -0.9 -0.137
H 0.5153 -1.3663 -0.9775 0.8 -2.6 -1.7 0.221
H 2.2257 -0.8444 0.5507 -0.5 2.1 -0.2 0.227
H 2.4245 2.0023 0.7214 0.7 -0.9 0.1 0.225
H 0.4657 3.1700 0.3060 0.5 3.0 1.4 0.207
H -1.4799 2.2579 -0.7167 -2.9 2.4 -0.2 0.199
H -1.6179 0.1523 -1.3708 -0.5 -1.2 0.4 0.228
H -0.1516 0.2768 -2.2893 -0.5 1.1 1.5 0.222
```
Forces are in eV/Å.

Calculated total energy (hartree): -1131.2421
Highest occupied orbital energy (Ha): -0.325
SMILES string: N#CN([SiH2]Cl)[C@@H]1C=CC=CC1
Gap between HOMO and LUMO (eV): 9.10
F_max (eV/A): 6.56
Lowest unoccupied orbital energy (eV): 0.260